Entry 1:
70
Properties=species:S:1:pos:R:3:mulliken_charge:R:1 method="wB97M-V/def2-TZVPD" homo_lumo_gap_ev="5.1 / 5.1" charge=+1
Ir -0.741 1.019 -0.442 0.395
C 3.183 2.324 2.919 -1.116
N 2.228 1.410 2.302 0.859
C 1.675 1.539 1.112 -0.130
N 0.712 0.636 0.977 -0.293
C 0.740 -0.048 2.158 -0.253
N 1.652 0.397 2.981 -0.908
C 2.480 3.474 3.607 1.120
C 2.773 3.761 4.932 -0.891
C 2.134 4.809 5.580 -0.783
C 1.178 5.557 4.919 -0.965
C 0.867 5.267 3.591 -0.131
C 1.534 4.242 2.932 0.147
C -0.217 6.025 2.959 0.710
N -0.954 6.915 3.523 -0.493
N -1.882 7.317 2.582 -0.517
C -1.641 6.643 1.515 0.655
O -0.585 5.794 1.667 -0.151
C -2.386 6.711 0.255 -0.184
C -3.504 7.543 0.194 -1.019
C -4.241 7.617 -0.972 -0.826
C -3.876 6.865 -2.083 -0.793
C -2.762 6.043 -2.034 1.105
C -2.355 5.251 -3.259 -1.222
N -2.295 3.821 -2.969 0.836
C -1.339 3.203 -2.307 -0.205
N -1.726 1.966 -2.027 -0.334
C -2.973 1.883 -2.577 -0.385
N -3.350 2.994 -3.155 -0.922
C -2.014 5.972 -0.860 0.287
H 3.843 2.672 2.124 0.279
H 3.771 1.744 3.625 0.424
H 1.957 2.281 0.385 0.460
H 0.069 -0.855 2.392 0.483
H 3.500 3.161 5.465 0.411
H 2.369 5.028 6.612 0.412
H 0.649 6.355 5.421 0.562
H 1.266 4.023 1.906 0.478
H -3.784 8.114 1.068 0.562
H -5.112 8.256 -1.018 0.412
H -4.466 6.921 -2.989 0.404
H -1.366 5.547 -3.611 0.313
H -3.063 5.380 -4.073 0.394
H -0.405 3.655 -2.024 0.661
H -3.588 1.001 -2.523 0.491
H -1.142 5.336 -0.786 0.505
C -2.522 -6.007 -6.389 -0.912
C -1.200 -6.055 -7.100 0.601
O -1.057 -6.298 -8.255 -0.457
S 0.326 -5.961 -6.067 -0.152
C 0.020 -4.639 -4.976 0.530
C -0.757 -3.525 -5.333 -0.580
C -0.902 -2.480 -4.459 -0.532
C -0.261 -2.500 -3.198 0.228
C 0.533 -3.621 -2.856 -0.558
C 0.668 -4.669 -3.728 -0.748
C -0.399 -1.437 -2.316 3.740
C -0.497 -0.487 -1.523 -3.290
H -3.274 -5.605 -7.065 0.265
H -2.494 -5.448 -5.457 0.401
H -2.786 -7.041 -6.159 0.313
H -1.219 -3.478 -6.311 0.502
H -1.496 -1.617 -4.730 0.481
H 1.021 -3.640 -1.892 0.465
H 1.263 -5.531 -3.460 0.424
O -1.094 2.872 2.847 -0.530
Cl -1.834 2.636 1.669 1.794
O -0.986 3.003 0.484 -0.522
O -3.057 3.326 1.620 -0.593
O -2.018 1.176 1.445 -0.713

Entry 2:
16
Properties=species:S:1:pos:R:3:mulliken_charge:R:1 method="wB97M-V/def2-TZVPD" homo_lumo_gap_ev=8.2
C -1.638 0.020 -0.637 -1.087
C 1.662 1.452 -0.496 -0.675
C -1.261 -1.268 0.067 -0.462
N 1.526 0.027 -0.570 -0.595
P 0.093 -0.684 1.252 0.512
S -0.299 0.662 2.568 -0.323
Cl 0.792 -2.306 2.087 -0.226
H -0.900 0.174 -1.543 0.225
H -2.557 -0.249 -1.101 0.359
H -1.693 0.914 -0.125 0.388
H 1.424 1.775 -1.506 0.237
H 1.054 1.867 0.388 0.162
H 2.601 1.749 -0.266 0.446
H -0.829 -2.006 -0.556 0.363
H -2.178 -1.706 0.527 0.387
H 2.200 -0.420 -0.088 0.289

Entry 3:
14
Properties=species:S:1:pos:R:3:mulliken_charge:R:1 method="wB97M-V/def2-TZVPD" homo_lumo_gap_ev="8.3 / 8.4"
C -0.192 -0.812 1.499 -1.146
C 0.673 -0.511 -1.324 -0.603
C -0.813 -0.102 0.346 0.103
N -0.621 1.245 0.161 1.013
O 0.456 1.687 0.593 -0.602
O -1.380 1.890 -0.553 -0.649
S 1.989 0.496 -0.950 -0.048
Br -2.453 -0.736 -0.325 -0.054
H 0.821 -0.452 1.655 0.307
H -0.762 -0.625 2.409 0.369
H -0.179 -1.881 1.319 0.360
H 0.835 -1.553 -1.113 0.370
H 0.037 -0.259 -2.153 0.388
H 1.589 1.612 -1.565 0.191